Density functional theory data (wB97M-V/def2-TZVPD) for 8 unconnected molecules or ions with the total composition C28H39N8O5P in a non-equilibrium geometry.

Calculated values
Relative energy (zero: lowest compared OMol25 entry of this formula, charge and spin) = 0.9432 eV
Frontier orbital gap = 9.41 eV
DFT total energy = -2245.967294 hartree
F_max = 2.48 eV Å⁻¹
Structure (SMILES) = CCOP(=O)(CCc1cccc2c1C(=O)NC2=O)OCC.CC#N.CC#N.CC#N.CC#N.CC#N.CC#N.CC#N
Lowest unoccupied orbital energy = -0.61 eV

Geometry as ORCA input:
```
! RIJCOSX wB97M-V def2-TZVPD def2/J DEFGRID3
* xyz 0 1
C -0.4591 -1.5678 -2.2180
C 0.1195 -1.6184 -0.7841
O 1.5690 -1.5836 -0.7968
P 2.1206 -0.2328 -0.0840
O 3.5825 -0.2972 -0.0713
C 1.4906 1.1462 -1.1049
C 2.0253 2.5528 -0.7151
C 0.9723 3.6456 -0.7813
C -0.3546 3.4519 -0.4587
C -1.2945 4.4579 -0.4842
C -0.9193 5.7480 -0.8843
C 0.3809 5.9384 -1.2372
C 1.3182 4.9108 -1.1784
C 2.6567 5.4677 -1.6379
O 3.7408 4.9573 -1.7244
N 2.3734 6.8245 -1.9556
C 1.0436 7.2145 -1.7396
O 0.5360 8.2916 -1.9043
O 1.5150 -0.2809 1.4277
C 0.9070 0.9198 1.9047
C 0.2184 0.6116 3.2566
H 0.2512 -1.1424 -2.9285
H -1.3173 -0.8839 -2.1969
H -0.8547 -2.5425 -2.5032
H -0.3089 -0.7572 -0.2560
H -0.2429 -2.4952 -0.2430
H 1.8482 0.9360 -2.1180
H 0.3989 1.1068 -1.1733
H 2.4710 2.5244 0.2838
H 2.8345 2.8126 -1.3975
H -0.7254 2.4791 -0.1640
H -2.3063 4.2119 -0.1876
H -1.6505 6.5483 -0.9081
H 2.9506 7.3995 -1.3403
H 1.6523 1.6948 2.1173
H 0.1192 1.2816 1.2418
H 0.7430 -0.1577 3.8199
H 0.0913 1.5438 3.8144
H -0.7993 0.2864 3.0111
C -2.8348 3.8912 -4.4663
C -2.6308 3.0637 -3.2775
N -2.4692 2.4203 -2.3381
H -2.3302 4.8477 -4.3399
H -2.4297 3.3866 -5.3412
H -3.8987 4.0659 -4.6139
C -4.6699 7.4947 0.3235
C -5.0009 6.4319 -0.6417
N -5.2524 5.5980 -1.3930
H -4.9105 8.4658 -0.1038
H -5.2392 7.3590 1.2406
H -3.6084 7.4566 0.5609
C -1.5219 -5.7490 0.4464
C -2.2706 -4.7767 -0.3521
N -2.8588 -4.0095 -0.9767
H -0.4824 -5.7684 0.1237
H -1.5610 -5.4714 1.4974
H -1.9509 -6.7411 0.3258
C 0.0255 -8.6266 3.0092
C -1.2966 -8.6800 2.3854
N -2.3356 -8.7200 1.8954
H 0.7377 -8.1749 2.3233
H -0.0203 -8.0293 3.9165
H 0.3608 -9.6306 3.2595
C 2.6474 -5.8967 4.8796
C 1.6638 -5.6802 3.8173
N 0.8942 -5.5102 2.9796
H 2.9138 -4.9447 5.3341
H 2.2296 -6.5518 5.6419
H 3.5419 -6.3571 4.4648
C 0.6099 -13.0632 4.6591
C 1.5320 -12.0599 4.1229
N 2.2574 -11.2725 3.7015
H -0.4157 -12.7844 4.4243
H 0.8251 -14.0342 4.2180
H 0.7238 -13.1287 5.7392
C 1.8841 7.7536 -5.0734
C 1.4028 7.3860 -6.4076
N 1.0248 7.0948 -7.4543
H 1.0398 7.8998 -4.4043
H 2.5194 6.9642 -4.6789
H 2.4572 8.6770 -5.1276
*
```